No. 1
DFT (the ωB97M-V functional and the def2-TZVPD basis) results for one molecule with the formula C25H29N3O3 in a non-equilibrium geometry.

The geometry in ORCA input format:
```
! RIJCOSX wB97M-V def2-TZVPD def2/J DEFGRID3
* xyz 0 1
C 6.281 3.464 1.908
C 5.194 2.954 0.958
C 5.580 1.653 0.343
C 6.159 1.349 -0.853
C 6.316 -0.059 -0.874
C 5.821 -0.520 0.310
C 5.700 -1.908 0.863
N 4.454 -2.620 0.644
C 4.114 -2.924 -0.727
C 3.351 -1.811 -1.459
C 2.103 -1.430 -0.665
O 1.488 -0.350 -1.353
C 0.204 -0.006 -1.097
C -0.669 -0.681 -0.248
C -1.967 -0.232 -0.082
C -2.427 0.895 -0.753
C -3.816 1.413 -0.632
O -4.374 2.006 -1.537
N -4.405 1.211 0.572
C -5.783 1.577 0.827
C -6.692 0.381 0.697
C -6.895 -0.219 -0.543
C -7.714 -1.332 -0.612
C -8.301 -1.803 0.553
C -8.032 -1.135 1.737
N -7.246 -0.075 1.811
C -1.556 1.553 -1.623
C -0.263 1.118 -1.787
C 2.512 -1.034 0.755
C 3.305 -2.178 1.402
O 5.378 0.521 1.055
H 5.981 4.411 2.350
H 6.450 2.745 2.706
H 7.214 3.610 1.370
H 5.028 3.682 0.162
H 4.262 2.825 1.512
H 6.435 2.039 -1.624
H 6.740 -0.646 -1.663
H 6.496 -2.518 0.423
H 5.857 -1.866 1.945
H 5.031 -3.161 -1.268
H 3.486 -3.824 -0.710
H 3.977 -0.925 -1.568
H 3.064 -2.150 -2.455
H 1.423 -2.295 -0.634
H -0.357 -1.566 0.285
H -2.627 -0.800 0.560
H -3.928 0.685 1.285
H -5.873 1.994 1.832
H -6.047 2.330 0.079
H -6.419 0.189 -1.422
H -7.896 -1.822 -1.558
H -8.949 -2.666 0.543
H -8.462 -1.461 2.675
H -1.923 2.413 -2.162
H 0.418 1.625 -2.452
H 3.121 -0.132 0.701
H 1.633 -0.808 1.361
H 3.636 -1.881 2.398
H 2.641 -3.046 1.509
*
```

Output
Structure (SMILES): CCc1ccc(CN2CCC(Oc3ccc(C(=O)NCc4ccccn4)cc3)CC2)o1
Energy (eV): -37008.640
E_LUMO (Eh): 0.0263
Energy relative to the best compared isomer or geometry (same formula, charge and spin) (kcal/mol): 70.27
Gap between HOMO and LUMO (eV): 8.91

---

No. 2
DFT (the ωB97M-V functional and the def2-TZVPD basis) results for one molecule with the formula C3H4OS in a non-equilibrium geometry.

The geometry in ORCA input format:
```
! RIJCOSX wB97M-V def2-TZVPD def2/J DEFGRID3
* xyz 0 1
C -1.050 0.516 -0.094
C 0.073 1.459 0.183
S 1.490 0.316 -0.133
C 0.632 -1.111 0.146
O -0.702 -0.837 -0.067
H -2.103 0.637 -0.387
H 0.008 2.660 0.080
H 0.775 -2.012 -0.710
H 0.878 -1.629 0.980
*
```

Output
Structure (SMILES): C1=CSCO1
Energy (eV): -16055.024
E_LUMO (Eh): 0.0317
Energy relative to the best compared isomer or geometry (same formula, charge and spin) (kcal/mol): 71.16
Gap between HOMO and LUMO (eV): 8.48

---

No. 3
DFT (the ωB97M-V functional and the def2-TZVPD basis) results for a 2-piece molecular cluster, C3H6IN overall in a non-equilibrium geometry.

The geometry in ORCA input format:
```
! RIJCOSX wB97M-V def2-TZVPD def2/J DEFGRID3
* xyz 0 1
C 0.442 0.053 -0.682
C -0.514 -2.258 -0.652
C 0.484 1.931 0.994
N 0.313 0.660 0.309
I 1.339 0.622 -2.625
H -0.641 -2.207 -1.722
H 0.548 -2.549 -0.410
H -1.182 -1.735 0.048
H -0.461 2.318 1.121
H 1.233 2.474 0.362
H 0.930 1.629 2.053
*
```

Output
Energy (eV): -12794.565
E_LUMO (alpha / beta) (Eh): -0.0285 / 0.0042
Energy relative to the best compared isomer or geometry (same formula, charge and spin) (kcal/mol): 82.34
Gap between HOMO and LUMO (alpha / beta) (eV): 7.48 / 7.85

---

No. 4
DFT (the ωB97M-V functional and the def2-TZVPD basis) results for an isolated ion of composition C2H6BClO5P and charge -1 in a non-equilibrium geometry.

The geometry in ORCA input format:
```
! RIJCOSX wB97M-V def2-TZVPD def2/J DEFGRID3
* xyz -1 1
O 1.658 -0.382 1.809
P 1.717 -0.237 0.297
O 1.791 -1.796 -0.341
O 3.155 0.593 -0.012
B 0.200 0.762 -0.474
O -0.512 1.312 0.698
C -1.457 0.309 0.972
C -1.983 0.021 -0.484
Cl -2.840 -1.589 -0.635
O -0.784 -0.078 -1.202
H 0.950 -1.926 -0.778
H 3.438 0.329 -0.891
H 0.624 1.673 -1.147
H -2.188 0.833 1.607
H -1.113 -0.646 1.390
H -2.656 0.822 -0.809
*
```

Output
Energy (eV): -34901.931
E_LUMO (Eh): 0.1228
Gap between HOMO and LUMO (eV): 8.17

---

> Which formula does entry 4 have?

C2H6BClO5P

---

> Which formula does entry 1 have?

C25H29N3O3